# 1
Below is 10 unconnected molecules or ions with the total composition C14H44N16O13S, with properties calculated with the ωB97M-V functional and the def2-TZVPD basis.

Geometry as XYZ:
```
88
Properties=species:S:1:pos:R:3:forces:R:3
C 1.05422 3.12566 -4.61136 0.073 -0.291 -0.283
O 0.00115 3.28041 -5.20448 -0.116 -0.078 0.215
N 1.23236 3.41630 -3.29168 0.101 -0.078 -0.150
N 2.17021 2.61627 -5.25070 -0.426 0.634 0.223
H 0.42322 3.54763 -2.69968 0.149 0.285 0.036
H 2.16124 3.45520 -2.91775 -0.088 -0.037 0.233
H 2.94200 2.29878 -4.69536 0.043 -0.334 -0.228
H 1.95153 2.20094 -6.13845 0.325 -0.126 -0.037
C 1.05571 -3.46065 6.24050 0.521 0.650 0.739
O 0.65489 -3.44519 7.39710 -0.118 -0.074 -0.221
N 0.21383 -3.44619 5.16743 -0.460 -0.279 0.331
N 2.38006 -3.39865 5.91541 -0.068 -0.280 -1.094
H 0.53628 -3.44864 4.22036 0.111 -0.168 0.012
H -0.74812 -3.67216 5.37077 -0.096 0.135 -0.314
H 2.64622 -3.63625 4.96136 0.260 0.272 0.516
H 3.07681 -3.09944 6.56591 -0.141 -0.188 0.302
C -3.03603 -1.98062 4.54578 0.869 -0.551 1.014
O -2.70711 -3.12540 4.82740 -0.381 -0.039 -0.395
N -2.67047 -1.36775 3.37414 -0.452 0.078 0.181
N -3.67828 -1.17902 5.44518 -0.319 0.839 -0.640
H -1.88253 -1.80991 2.93651 0.033 0.088 -0.045
H -2.74024 -0.35886 3.34436 0.168 -0.053 -0.424
H -3.96189 -0.26961 5.11949 -0.142 -0.016 0.204
H -4.13225 -1.53815 6.26228 0.131 -0.370 -0.054
C 1.20218 -2.04450 -4.20729 -1.635 -1.027 -1.038
O 0.46626 -2.59900 -5.01983 0.397 0.242 0.136
N 1.03488 -0.72429 -3.90797 0.610 0.090 0.220
N 2.16996 -2.72153 -3.54055 0.735 1.009 0.569
H 0.23926 -0.26705 -4.31209 -0.007 0.037 -0.008
H 1.58884 -0.28139 -3.19749 -0.088 0.069 0.024
H 2.63074 -2.20340 -2.80126 0.211 -0.543 0.002
H 2.24619 -3.71357 -3.63932 -0.208 -0.058 -0.061
C -1.50292 5.12094 -1.45899 0.654 0.685 -0.765
O -0.73267 4.17785 -1.31674 -0.316 -0.026 0.416
N -1.32680 6.33721 -0.86118 -0.328 0.608 0.287
N -2.56884 5.07037 -2.30273 0.118 -0.499 0.402
H -1.79869 7.14530 -1.22933 -0.151 -0.133 -0.047
H -0.51739 6.58363 -0.32112 0.203 -0.634 -0.020
H -2.63015 4.23880 -2.86527 -0.183 0.121 -0.162
H -3.17265 5.85475 -2.45327 -0.072 -0.056 -0.157
C -3.63679 2.42009 1.77439 0.174 -0.116 -1.159
O -3.49614 1.34019 2.33094 -0.290 0.127 0.797
N -4.70473 3.25207 1.94316 0.227 -0.298 0.170
N -2.73488 2.79121 0.81485 0.030 -0.342 0.321
H -5.29713 3.08760 2.73502 -0.162 0.058 -0.105
H -4.78917 4.08143 1.38884 -0.092 0.153 0.207
H -2.76343 3.61864 0.25131 0.003 0.100 0.150
H -1.89865 2.22942 0.85061 0.164 0.066 -0.250
C 3.75331 -3.33400 2.34139 -0.853 -0.765 -0.269
O 3.48337 -3.97853 3.34922 0.307 0.224 -0.334
N 5.01753 -3.22252 1.86221 0.647 0.022 0.187
N 2.77492 -2.78083 1.56734 0.193 0.394 -0.014
H 5.69566 -3.85085 2.25404 0.017 0.135 0.148
H 5.28603 -2.69696 1.05249 -0.246 -0.016 -0.102
H 1.81747 -2.95004 1.80892 0.020 -0.007 0.115
H 2.97095 -2.30379 0.70627 0.017 -0.069 -0.038
C 4.60981 -0.28152 -2.36821 -0.695 -0.528 0.219
O 3.56103 -0.77785 -1.94700 0.145 0.204 -0.224
N 5.41075 -0.89364 -3.27938 0.045 0.837 0.770
N 4.99459 0.94745 -1.92491 0.135 -0.046 -0.221
H 5.07132 -1.68734 -3.79043 0.138 -0.108 0.020
H 6.30655 -0.46341 -3.41440 0.095 -0.414 -0.663
H 4.36807 1.37483 -1.26718 0.215 0.010 0.213
H 5.93368 1.28329 -2.03244 -0.051 0.195 0.022
C -3.31027 -0.89383 -0.66579 0.145 0.172 -0.461
C -4.57264 -1.61322 -0.22280 0.401 0.700 0.785
O -5.13933 -2.11367 -1.41926 -0.015 -0.398 -0.374
S -4.01332 -2.39628 -2.53764 -0.007 0.806 0.445
O -4.33155 -1.57822 -3.65248 -0.013 -0.106 -0.136
O -3.77783 -3.78228 -2.68677 0.056 -0.076 0.084
O -2.79997 -1.73135 -1.71987 0.020 -0.697 -0.068
H -2.56195 -0.81091 0.11820 0.017 -0.100 -0.019
H -3.46557 0.08238 -1.13074 -0.339 0.091 0.361
H -5.26052 -0.92457 0.26465 -0.172 -0.048 -0.217
H -4.33519 -2.39947 0.49586 -0.026 -0.232 -0.239
C 0.80263 -0.50462 -0.18969 -0.285 -0.987 0.262
C 0.54271 0.86582 -0.83118 0.475 0.070 0.394
C 0.69236 1.78851 0.36126 -0.158 0.705 0.019
O 0.05655 1.07931 1.39893 -0.183 0.125 0.545
C 0.37357 -0.31602 1.29556 -0.757 0.868 -0.800
H 1.81221 -0.90534 -0.25959 0.294 0.777 -0.158
H 0.23125 -1.29181 -0.69050 -0.311 0.129 0.160
H -0.49413 1.00903 -1.14088 0.009 -0.468 -0.273
H 1.19307 1.08501 -1.67380 0.052 0.087 0.036
H 0.12785 2.71398 0.25481 0.153 0.058 -0.187
H 1.71837 2.08721 0.62457 0.128 -0.393 -0.057
H -0.58378 -0.81599 1.45762 0.243 -0.275 0.341
H 1.09031 -0.51742 2.09243 0.176 -0.524 -0.319
```
Forces are in eV/Å.

Properties
2S+1: 1
Frontier orbital gap in eV: 8.186
Maximum force in eV/A: 2.2
SMILES string: O=S1(=O)OCCO1.C1CCOC1.NC(N)=O.NC(N)=O.NC(N)=O.NC(N)=O.NC(N)=O.NC(N)=O.NC(N)=O.NC(N)=O

---

# 2
Below is 7 unconnected molecules or ions with the total composition C14H44N4O11, with properties calculated with the ωB97M-V functional and the def2-TZVPD basis.

Geometry as XYZ:
```
73
Properties=species:S:1:pos:R:3:forces:R:3
N 5.53778 0.52564 -1.97080 0.615 0.186 1.820
H 6.01913 -0.23154 -2.43455 0.388 -0.521 -1.695
H 4.94308 0.07195 -1.29212 -1.065 0.102 -0.036
H 5.12170 1.26477 -2.51913 -0.569 -0.329 -0.660
H 6.23095 0.96756 -1.38400 0.587 0.372 0.196
N 7.15540 -1.45633 -4.78450 2.061 0.199 -4.305
O 8.27924 -1.08625 -5.22394 1.581 0.451 0.426
O 6.44197 -1.97516 -5.59730 -1.983 -1.332 -0.904
O 6.83370 -1.24122 -3.67415 -1.125 0.864 5.049
C 7.90044 2.94683 -6.32059 1.339 -1.181 -0.070
C 7.16111 1.65506 -6.67054 0.104 -0.054 -0.642
O 6.00961 1.95569 -7.48596 0.996 -0.255 0.907
O 8.66844 3.36982 -7.46930 -1.372 0.009 -0.689
H 8.68251 2.76766 -5.58278 -0.555 -0.107 0.767
H 7.10271 3.59900 -5.96506 0.472 0.858 -0.166
H 6.87316 1.04995 -5.81087 -0.475 0.544 0.343
H 7.85209 0.97030 -7.16221 0.097 0.067 -0.588
H 6.28903 2.74256 -7.95961 -0.286 0.082 -0.528
H 9.54607 3.72613 -7.31302 -0.327 0.094 0.672
C 6.20866 -4.39669 -8.48114 3.063 1.133 1.187
C 6.84919 -2.97247 -8.62991 -0.593 -1.447 -0.251
O 5.83492 -2.01654 -8.42383 -0.025 0.431 -0.615
O 5.39693 -4.73954 -9.54193 -0.579 -0.057 0.186
H 5.88118 -4.41145 -7.44160 -1.344 -0.243 -0.049
H 7.04246 -5.09613 -8.42069 0.077 -0.329 -0.515
H 7.26401 -2.98163 -9.63785 -0.247 0.707 -0.251
H 7.67012 -2.75700 -7.94598 0.132 -0.483 0.253
H 5.88850 -1.79493 -7.49130 -0.146 0.162 0.102
H 4.70185 -4.07875 -9.58461 -0.267 0.133 -0.133
C 11.17025 0.57142 -0.47788 -0.006 -1.943 0.038
C 9.86556 0.22783 -1.26761 0.989 0.090 -0.154
O 9.65811 -1.16264 -1.44352 0.215 -0.082 0.348
O 12.36047 0.22674 -1.19527 0.034 1.160 -1.258
H 11.34064 -0.05567 0.39722 -1.301 0.237 0.579
H 11.15287 1.61331 -0.15807 0.308 0.056 -0.376
H 9.94704 0.65161 -2.26855 0.188 0.506 -0.006
H 8.98857 0.67708 -0.80162 -0.018 0.154 0.410
H 9.44367 -1.30518 -2.36835 -0.116 -0.182 -0.016
H 12.65833 -0.66695 -1.01038 -0.416 0.012 0.278
C 11.48167 1.27527 -6.14243 2.227 1.289 -0.544
C 11.98817 -0.13086 -6.42405 -3.090 1.894 -0.230
C 12.67097 -0.68730 -5.11436 1.114 0.730 0.882
O 13.87004 0.07199 -5.08298 0.340 -0.769 0.869
C 14.69794 -0.04394 -3.84996 0.167 1.036 -0.993
N 10.69224 -0.82026 -6.69404 4.200 -2.096 2.223
H 10.80162 1.36869 -5.29573 0.242 -0.362 0.144
H 11.01678 1.77453 -6.99256 -0.085 -0.488 -0.230
H 12.41718 1.81309 -5.98850 -0.324 0.663 0.574
H 12.70662 -0.24119 -7.23631 -0.182 0.035 -0.126
H 12.96707 -1.73148 -5.01381 -0.603 -0.403 -0.653
H 12.02815 -0.40757 -4.27972 -0.236 -0.094 0.182
H 14.80161 -0.98780 -3.31472 -0.948 -0.379 -0.395
H 14.40137 0.76414 -3.18126 -0.122 -0.262 0.118
H 15.71500 0.14594 -4.19292 -0.133 0.240 -0.158
H 11.12116 -1.72278 -6.54711 -1.274 -1.925 -1.441
H 10.03671 -0.76784 -5.92748 -1.756 0.776 -0.031
C 3.04888 -3.21206 -6.30620 -0.272 -0.299 -1.053
C 2.54531 -1.86843 -5.81722 -2.254 0.393 0.860
C 0.98314 -1.99225 -5.37144 2.334 0.722 -1.068
O 0.29882 -2.25621 -6.58728 2.472 -1.792 2.037
C -0.72482 -1.42057 -6.88708 -1.501 -0.793 -1.656
N 3.38459 -1.23017 -4.79700 0.084 -0.071 -0.287
H 2.69452 -4.07760 -5.74641 -0.323 0.075 -0.005
H 4.11368 -3.39127 -6.45517 0.298 0.757 0.517
H 2.70360 -3.21760 -7.34006 -0.410 -0.808 0.008
H 2.43207 -1.21338 -6.68104 0.506 0.234 0.050
H 0.58233 -1.07802 -4.93369 0.377 0.415 -0.067
H 0.92164 -2.72402 -4.56593 -0.428 -0.768 -0.373
H -1.29672 -1.19084 -5.98805 -0.272 0.642 -0.387
H -1.25847 -2.09011 -7.56165 -1.232 0.341 0.131
H -0.43490 -0.64674 -7.59789 0.142 0.962 0.744
H 4.27286 -1.65290 -5.02585 0.666 0.335 0.519
H 3.14537 -1.57906 -3.87985 -0.158 -0.298 0.187
```
Forces are in eV/Å.

Properties
Total charge: +1
2S+1: 2
Frontier orbital gap (alpha / beta) in eV: 7.513 / 2.786
Maximum force in eV/A: 5.2